Entry w
The following is a DFT calculation (ωB97M-V/def2-TZVPD) of a molecular structure, C5H10NO2.

Structure (XYZ):
```
18
Properties=species:S:1:pos:R:3:mulliken_charge:R:1
C 1.46 0.12 -0.06 -1.692
C -0.07 -0.16 0.06 0.724
C -0.39 -1.48 -0.58 -0.679
C -0.31 -1.63 -1.98 -0.121
O -0.07 -0.74 -2.76 -0.550
N -0.53 0.02 1.45 -0.511
C -0.65 1.51 1.72 -0.299
O 0.50 2.10 2.00 -0.339
H 1.75 0.21 -1.11 0.454
H 2.01 -0.65 0.48 0.421
H 1.59 1.14 0.28 0.350
H -0.38 0.72 -0.54 0.155
H -0.86 -2.29 -0.03 0.428
H -0.73 -2.59 -2.34 0.378
H 0.67 -1.79 -0.99 0.224
H -1.53 -0.19 1.44 0.264
H -1.17 1.96 0.85 0.394
H -1.36 1.58 2.56 0.399
```

For the molar mass, the calculation gives 116.14 g/mol. As for the charge: 0. As for the expectation value of S²: 0.754. Its spin multiplicity is 2. The HOMO energy (alpha / beta) is -9.5151 / -9.5090 eV. The lowest unoccupied orbital energy (alpha / beta) comes out at 0.745 / -1.909 eV. The value obtained for the HOMO-LUMO gap (alpha / beta) is 10.3 / 7.6 eV.



Entry x
The following is a DFT calculation (ωB97M-V/def2-TZVPD) of C5H10NO2 in the gas phase.

Structure (XYZ):
```
18
Properties=species:S:1:pos:R:3:mulliken_charge:R:1
O -1.69 -0.76 0.29 -0.500
C -0.86 -1.41 -0.31 0.340
O -1.15 -2.64 -0.78 -0.427
C 0.54 -0.96 -0.65 -0.383
C 0.67 0.56 -0.86 -0.779
C 0.89 1.32 0.39 -0.166
C 2.04 1.90 0.80 -1.004
N -0.34 1.64 1.09 -0.598
H -1.94 -2.93 -0.30 0.332
H 0.77 -1.48 -1.58 0.391
H 1.20 -1.38 0.10 0.294
H -0.26 0.89 -1.34 0.339
H 1.56 0.67 -1.49 0.342
H 2.09 2.48 1.72 0.240
H 2.95 1.89 0.22 0.330
H -0.88 2.46 0.57 0.588
H -0.12 2.00 2.01 0.441
H -0.98 0.85 1.10 0.220
```

For the molar mass, the calculation gives 116.14 g/mol. As for the charge: 0. As for the expectation value of S²: 0.754. Its spin multiplicity is 2. The HOMO energy (alpha / beta) is -3.6237 / -9.0597 eV. The lowest unoccupied orbital energy (alpha / beta) comes out at 0.591 / 0.448 eV. The value obtained for the HOMO-LUMO gap (alpha / beta) is 4.2 / 9.5 eV.



entry x has the most favorable energy; the next structure is 171.8 kJ/mol above.



Entry w
The following is a DFT calculation (ωB97M-V/def2-TZVPD) of C5H14N4 in the gas phase.

Structure (XYZ):
```
23
Properties=species:S:1:pos:R:3:mulliken_charge:R:1
H 0.37 -2.24 0.93 0.298
N -0.51 -2.23 0.42 -0.839
C -0.80 -1.08 -0.02 0.271
N -2.00 -0.94 -0.67 -0.141
C -2.35 0.13 -1.57 -0.861
C 0.01 0.20 0.23 0.376
C -0.54 0.83 1.51 -1.711
N 1.41 -0.19 0.35 -0.098
C 2.29 0.88 0.78 -1.090
N 1.81 -0.74 -0.89 -0.595
H -2.42 -1.83 -0.86 0.334
H -2.33 1.09 -1.06 0.251
H -3.36 -0.04 -1.93 0.348
H -1.68 0.18 -2.44 0.288
H -0.11 0.90 -0.61 0.422
H -1.62 0.89 1.45 0.464
H -0.28 0.21 2.36 0.355
H -0.14 1.83 1.66 0.400
H 2.22 1.77 0.13 0.355
H 3.31 0.52 0.76 0.335
H 2.05 1.17 1.80 0.386
H 2.64 -1.31 -0.75 0.225
H 2.03 -0.01 -1.58 0.231
```

For the molar mass, the calculation gives 130.19 g/mol. As for the charge: 0. As for the SMILES: [H]/N=C(/NC)[C@@H](C)N(C)N. The HOMO energy is -8.3304 eV. The lowest unoccupied orbital energy comes out at 0.929 eV. The value obtained for the HOMO-LUMO gap is 9.3 eV.



Entry x
The following is a DFT calculation (ωB97M-V/def2-TZVPD) of 2 unconnected molecules or ions with the total composition C5H14N4.

Structure (XYZ):
```
23
Properties=species:S:1:pos:R:3:mulliken_charge:R:1
H -1.12 1.88 -2.38 0.285
N -0.50 1.10 -2.15 -0.667
C -0.19 1.15 -0.88 -0.303
N 1.09 0.64 -0.40 0.786
C 1.86 -0.23 -1.28 -1.144
N 1.83 1.53 0.40 -0.942
H -0.46 2.04 -0.29 0.427
H 1.19 -0.91 -1.82 0.326
H 2.55 -0.84 -0.68 0.320
H 2.42 0.35 -2.01 0.376
H 2.70 1.08 0.69 0.245
H 1.31 1.71 1.26 0.250
C -2.61 0.23 0.74 -1.207
C -1.32 -0.46 0.36 0.260
N -0.40 -0.64 1.30 -0.395
C 0.32 -1.90 1.27 -0.795
H -3.02 0.72 -0.15 0.318
H -2.43 0.98 1.51 0.328
H -3.35 -0.49 1.08 0.346
H -1.44 -1.22 -0.42 0.335
H -0.13 -2.60 1.98 0.309
H 1.35 -1.74 1.59 0.225
H 0.34 -2.37 0.28 0.320
```

For the molar mass, the calculation gives 130.19 g/mol. As for the charge: 0. As for the SMILES: [H]/N=C/N(C)N.C/C=N/C. The HOMO energy is -7.3719 eV. The lowest unoccupied orbital energy comes out at 0.247 eV. The value obtained for the HOMO-LUMO gap is 7.6 eV.



entry w has the most favorable energy; the next structure is 283.9 kJ/mol above.



Entry w
The following is a DFT calculation (ωB97M-V/def2-TZVPD) of C4H3N3 in the gas phase.

Structure (XYZ):
```
10
Properties=species:S:1:pos:R:3:mulliken_charge:R:1
N 3.38 -0.80 0.05 -0.374
C 2.26 -0.48 0.06 0.156
C 0.88 -0.01 0.04 0.595
N -0.06 -1.04 0.15 -0.579
C -1.23 -0.55 0.02 0.506
C -2.14 0.32 -0.35 -0.500
N 0.57 1.21 -0.09 -0.586
H -2.20 -1.22 -0.03 0.254
H -2.85 0.78 0.34 0.284
H 1.38 1.81 -0.20 0.244
```

For the molar mass, the calculation gives 93.09 g/mol. As for the charge: 0. The HOMO energy is -9.8746 eV. The lowest unoccupied orbital energy comes out at -0.549 eV. The value obtained for the HOMO-LUMO gap is 9.3 eV.



Entry x
The following is a DFT calculation (ωB97M-V/def2-TZVPD) of C4H3N3 in the gas phase.

Structure (XYZ):
```
10
Properties=species:S:1:pos:R:3:mulliken_charge:R:1
N 3.07 -0.53 0.05 -0.383
C 1.90 -0.65 -0.01 0.009
C 0.46 -0.88 -0.12 -0.263
C -0.47 0.10 -0.17 0.572
N -0.25 1.48 -0.10 -0.480
C -1.87 -0.35 -0.04 0.118
N -2.86 -1.05 0.07 -0.405
H 0.13 -1.95 -0.17 0.328
H 0.70 1.70 0.02 0.241
H -0.80 2.12 0.47 0.263
```

For the molar mass, the calculation gives 93.09 g/mol. As for the charge: 0. As for the SMILES: N#C/C=C(\N)C#N. The HOMO energy is -9.8289 eV. The lowest unoccupied orbital energy comes out at -0.634 eV. The value obtained for the HOMO-LUMO gap is 9.2 eV.



Entry y
The following is a DFT calculation (ωB97M-V/def2-TZVPD) of C4H3N3 in the gas phase.

Structure (XYZ):
```
10
Properties=species:S:1:pos:R:3:mulliken_charge:R:1
C 0.69 0.60 2.79 -0.320
C 0.38 0.77 1.59 -0.174
C -0.72 0.32 -1.83 -0.307
C -0.13 0.68 0.41 0.785
N -0.47 1.09 -0.67 -0.375
N -0.44 -0.90 -1.77 -0.071
N 0.03 -1.48 -0.76 -0.556
H 1.36 0.52 3.61 0.361
H -1.23 0.74 -2.58 0.467
H 0.51 -2.35 -0.80 0.191
```

For the molar mass, the calculation gives 93.09 g/mol. As for the charge: 0. The HOMO energy (alpha / beta) is -7.8813 / -7.8786 eV. The lowest unoccupied orbital energy (alpha / beta) comes out at -0.818 / -0.820 eV. The value obtained for the HOMO-LUMO gap (alpha / beta) is 7.1 / 7.1 eV.



entry x has the most favorable energy; the next structure is 317.7 kJ/mol above.



Entry w
The following is a DFT calculation (ωB97M-V/def2-TZVPD) of C2H6N4S in the gas phase.

Structure (XYZ):
```
13
Properties=species:S:1:pos:R:3:mulliken_charge:R:1
H 0.38 -2.04 -0.72 0.287
N 1.24 -1.61 -0.42 -0.763
C 1.00 -0.38 -0.16 0.418
N 2.02 0.46 0.13 -0.511
C -0.35 0.30 -0.18 0.593
N -0.58 1.52 -0.49 -0.687
H 0.32 1.93 -0.74 0.287
N -1.37 -0.57 0.14 -0.418
S -3.00 -0.26 -0.17 -0.154
H 2.91 0.05 0.28 0.266
H 1.82 1.21 0.77 0.241
H -1.09 -1.26 0.79 0.308
H -3.31 0.65 0.78 0.133
```

For the molar mass, the calculation gives 118.16 g/mol. As for the charge: 0. As for the SMILES: [H]/N=C(N)\C(=N/[H])NS. The HOMO energy is -9.6667 eV. The lowest unoccupied orbital energy comes out at 0.708 eV. The value obtained for the HOMO-LUMO gap is 10.4 eV.



Entry x
The following is a DFT calculation (ωB97M-V/def2-TZVPD) of C2H6N4S in the gas phase.

Structure (XYZ):
```
13
Properties=species:S:1:pos:R:3:mulliken_charge:R:1
H 0.52 1.81 -0.01 0.412
N 1.47 1.47 0.05 -0.720
C 1.45 0.18 0.05 0.444
N 2.56 -0.59 0.20 -0.530
S 0.02 -0.90 -0.37 -0.293
C -1.40 0.12 -0.02 0.715
N -2.54 -0.55 0.41 -0.461
N -1.32 1.39 -0.15 -0.686
H -2.17 1.87 0.05 0.167
H 3.30 0.05 0.41 0.293
H 2.50 -1.34 0.89 0.245
H -3.44 -0.17 0.27 0.208
H -2.52 -1.57 0.47 0.204
```

For the molar mass, the calculation gives 118.16 g/mol. As for the charge: 0. As for the SMILES: [H]/N=C(/N)S/C(N)=N/[H]. The HOMO energy is -9.0917 eV. The lowest unoccupied orbital energy comes out at 0.574 eV. The value obtained for the HOMO-LUMO gap is 9.7 eV.



Entry y
The following is a DFT calculation (ωB97M-V/def2-TZVPD) of C2H6N4S in the gas phase.

Structure (XYZ):
```
13
Properties=species:S:1:pos:R:3:mulliken_charge:R:1
C -1.34 0.25 0.34 -0.097
C -1.28 0.75 1.59 -0.253
N -0.43 -0.08 -0.65 0.157
N 1.24 0.93 2.24 -0.510
N 0.81 0.21 -0.93 -0.325
N 1.07 -0.20 -2.21 -0.424
S -0.21 1.13 2.78 0.128
H -2.24 -0.13 0.02 0.270
H -2.31 0.76 2.07 0.183
H -0.93 -0.42 -1.46 0.217
H 2.04 1.07 2.99 0.227
H 2.03 -0.14 -2.39 0.254
H 0.39 -0.86 -2.54 0.174
```

For the molar mass, the calculation gives 118.16 g/mol. As for the charge: 0. The HOMO energy (alpha / beta) is -6.6349 / -6.8241 eV. The lowest unoccupied orbital energy (alpha / beta) comes out at 0.161 / 0.702 eV. The value obtained for the HOMO-LUMO gap (alpha / beta) is 6.8 / 7.5 eV.



entry x has the most favorable energy; the next structure is 33.0 kJ/mol above.



Entry w
The following is a DFT calculation (ωB97M-V/def2-TZVPD) of a molecular structure, CH4OS2.

Structure (XYZ):
```
8
Properties=species:S:1:pos:R:3:mulliken_charge:R:1
C 0.82 -0.43 -1.00 -0.135
O -1.74 0.08 -0.30 -0.339
S 0.63 -1.97 -0.66 -0.325
S -0.41 0.79 -1.00 0.187
H 0.39 1.05 1.79 -0.186
H 1.74 -0.01 -1.27 0.319
H -0.02 1.24 2.46 0.202
H -1.41 -0.76 -0.02 0.277
```

For the molar mass, the calculation gives 96.18 g/mol. As for the charge: 0. The HOMO energy is -9.2175 eV. The lowest unoccupied orbital energy comes out at -0.403 eV. The value obtained for the HOMO-LUMO gap is 8.8 eV.



Entry x
The following is a DFT calculation (ωB97M-V/def2-TZVPD) of CH4OS2 in the gas phase.

Structure (XYZ):
```
8
Properties=species:S:1:pos:R:3:mulliken_charge:R:1
O 1.52 -0.15 -0.81 -0.440
C 0.74 0.47 0.24 -0.415
S -0.71 1.63 -0.15 -0.016
S -2.02 0.51 -1.13 -0.216
H 0.90 -0.82 -0.94 0.332
H 0.57 -0.34 0.93 0.368
H 1.25 1.22 0.75 0.250
H -2.64 -0.25 -0.32 0.137
```

For the molar mass, the calculation gives 96.18 g/mol. As for the charge: 0. As for the SMILES: OCSS. The HOMO energy is -9.3186 eV. The lowest unoccupied orbital energy comes out at 0.522 eV. The value obtained for the HOMO-LUMO gap is 9.8 eV.



entry x has the most favorable energy; the next structure is 106.0 kJ/mol above.



Entry w
The following is a DFT calculation (ωB97M-V/def2-TZVPD) of 2 unconnected molecules or ions with the total composition CH4OS2.

Structure (XYZ):
```
8
Properties=species:S:1:pos:R:3:mulliken_charge:R:1
C 2.72 1.97 -1.64 -0.037
O 2.96 1.77 -0.49 -0.373
H 2.63 1.15 -2.38 0.203
H 2.54 2.98 -2.07 0.208
S -3.66 -2.11 1.03 -0.172
S -2.00 -1.10 1.69 -0.158
H -4.09 -2.61 2.20 0.168
H -1.10 -2.05 1.65 0.163
```

For the molar mass, the calculation gives 96.18 g/mol. As for the charge: 0. As for the SMILES: C=O.SS. The HOMO energy is -9.6377 eV. The lowest unoccupied orbital energy comes out at 0.427 eV. The value obtained for the HOMO-LUMO gap is 10.1 eV.



Entry x
The following is a DFT calculation (ωB97M-V/def2-TZVPD) of CH4OS2 in the gas phase.

Structure (XYZ):
```
8
Properties=species:S:1:pos:R:3:mulliken_charge:R:1
O 0.42 1.08 -1.51 -0.457
C -0.20 0.46 -0.39 -0.311
S -1.34 -1.22 -0.48 -0.082
S 0.02 -2.43 0.45 -0.213
H 0.90 0.42 -1.90 0.302
H 0.60 0.03 0.15 0.275
H -0.74 1.26 -0.02 0.325
H -0.52 -2.46 1.58 0.161
```

For the molar mass, the calculation gives 96.18 g/mol. As for the charge: 0. As for the SMILES: OCSS. The HOMO energy is -9.3310 eV. The lowest unoccupied orbital energy comes out at 0.452 eV. The value obtained for the HOMO-LUMO gap is 9.8 eV.



entry w has the most favorable energy; the next structure is 11.2 kJ/mol above.



Entry w
The following is a DFT calculation (ωB97M-V/def2-TZVPD) of C4H5NOS in the gas phase.

Structure (XYZ):
```
12
Properties=species:S:1:pos:R:3:mulliken_charge:R:1
C 2.71 -0.77 0.19 -0.134
C 1.73 0.03 0.11 -0.351
C 0.48 0.93 -0.10 0.717
O 0.63 2.19 -0.08 -0.599
N -0.67 0.26 -0.15 -0.115
C -2.10 0.78 0.12 -0.640
S -0.75 -1.54 -0.13 -0.125
H 3.46 -1.55 -0.22 0.303
H -2.35 0.22 1.15 0.206
H -2.12 2.06 0.37 0.266
H -2.76 0.32 -0.66 0.308
H -1.50 -1.59 1.22 0.165
```

For the molar mass, the calculation gives 115.16 g/mol. As for the charge: 0. As for the SMILES: C#CC(=O)N(C)S. The HOMO energy is -9.4726 eV. The lowest unoccupied orbital energy comes out at 0.114 eV. The value obtained for the HOMO-LUMO gap is 9.6 eV.



Entry x
The following is a DFT calculation (ωB97M-V/def2-TZVPD) of C4H5NOS in the gas phase.

Structure (XYZ):
```
12
Properties=species:S:1:pos:R:3:mulliken_charge:R:1
S -2.95 0.00 0.09 -0.205
N -1.55 -1.00 0.14 -0.399
C -0.47 -0.46 0.02 0.415
C 0.13 0.96 0.09 -0.354
C 1.58 0.62 -0.01 -0.473
C 1.68 -0.72 -0.03 -0.129
O 0.56 -1.42 0.18 -0.346
H -3.85 -0.90 -0.86 0.170
H 0.00 1.40 1.14 0.235
H -0.27 1.55 -0.63 0.443
H 2.49 1.27 0.02 0.306
H 2.66 -1.29 -0.15 0.338
```

For the molar mass, the calculation gives 115.16 g/mol. As for the charge: 0. As for the SMILES: S/N=C1\CC=CO1. The HOMO energy is -8.6655 eV. The lowest unoccupied orbital energy comes out at 0.484 eV. The value obtained for the HOMO-LUMO gap is 9.1 eV.



entry x has the most favorable energy; the next structure is 206.3 kJ/mol above.



Entry w
The following is a DFT calculation (ωB97M-V/def2-TZVPD) of a molecular structure, C3H4N2O3.

Structure (XYZ):
```
12
Properties=species:S:1:pos:R:3:mulliken_charge:R:1
C -0.80 -0.91 -0.10 0.775
C -0.72 0.10 -0.93 -0.531
C 0.84 0.09 0.48 0.379
H -1.02 -2.83 0.07 0.417
H -1.57 0.57 -1.51 0.269
H -0.14 2.37 0.15 0.345
H 2.22 1.34 1.31 0.288
N 0.58 0.58 -0.84 -0.005
N 1.60 0.51 1.32 -0.562
O -1.79 -1.73 -0.05 -0.596
O 0.39 2.06 -0.74 -0.452
O 0.08 -0.92 0.78 -0.328
```

For the molar mass, the calculation gives 116.08 g/mol. As for the charge: 0. The HOMO energy is -8.3246 eV. The lowest unoccupied orbital energy comes out at -0.635 eV. The value obtained for the HOMO-LUMO gap is 7.7 eV.



Entry x
The following is a DFT calculation (ωB97M-V/def2-TZVPD) of C3H4N2O3 in the gas phase.

Structure (XYZ):
```
12
Properties=species:S:1:pos:R:3:mulliken_charge:R:1
H 2.38 0.79 -1.91 0.263
N 1.56 0.21 -2.00 -0.652
C 0.88 -0.05 -0.92 0.451
N -0.41 -0.67 -1.06 -0.329
O -0.55 -1.24 0.21 -0.267
C -0.12 -0.18 1.05 0.400
C -1.30 0.74 1.30 -0.027
O -1.34 1.95 1.41 -0.446
O 1.04 0.42 0.37 -0.357
H -0.17 -1.31 -1.77 0.328
H 0.19 -0.74 1.94 0.312
H -2.15 0.09 1.38 0.324
```

For the molar mass, the calculation gives 116.08 g/mol. As for the charge: 0. As for the SMILES: [H]/N=C1/NO[C@H](C=O)O1. The HOMO energy is -10.0192 eV. The lowest unoccupied orbital energy comes out at 0.231 eV. The value obtained for the HOMO-LUMO gap is 10.2 eV.



entry x has the most favorable energy; the next structure is 329.2 kJ/mol above.